1.
This record from the Open Molecules 2025 dataset describes C12H14 in the gas phase. The level of theory is wB97M-V/def2-TZVPD.

CARTESIAN COORDINATES (ANGSTROEM)
C1 -2.47885 -2.61337 -0.38275
C2 -2.01558 -1.52226 -0.12520
C3 -0.87619 0.70457 -1.20755
C4 -1.12282 1.82897 -2.32727
C5 -1.30585 0.34391 -2.55922
C6 -1.36454 0.33741 1.54068
C7 0.19956 0.25025 1.79311
C8 0.59028 0.69036 -0.78575
C9 -1.15751 -0.37870 0.25326
C10 0.39564 -0.32862 0.40982
C11 1.12428 2.06721 -0.49255
C12 1.16248 -1.72074 0.48041
H1 -2.86158 -3.59904 -0.35153
H2 -0.69613 -0.29923 -3.14083
H3 -2.33879 0.06866 -2.77549
H4 -2.02505 -0.17071 2.33111
H5 -1.49815 1.48608 1.36536
H6 0.48842 1.23686 2.07241
H7 0.43415 -0.33154 2.73764
H8 1.21410 0.22582 -1.56852
H9 1.01721 2.57671 -1.46358
H10 2.15733 2.06881 -0.08045
H11 0.43368 2.58233 0.24291
H12 2.15737 -1.49202 0.73430
H13 1.09417 -2.31486 -0.51436
H14 0.89764 -2.40603 1.31769

Forces on the atoms, in the same order (eV/Å):
0.44 1.24 0.70
1.27 -0.29 0.16
-1.11 -0.41 0.82
-0.34 -2.11 1.62
0.26 0.34 0.28
0.23 1.95 1.75
-1.60 -0.02 2.63
0.93 -1.60 0.31
-1.40 1.13 -3.69
0.15 -2.33 -0.29
-0.51 0.50 0.79
-1.40 -0.01 -1.68
-0.27 -0.19 -0.37
0.87 -0.10 -1.18
-0.32 0.16 0.60
0.75 1.10 -1.33
-0.85 -2.27 0.54
1.03 0.78 -0.40
0.06 -0.05 -1.53
-0.05 0.02 0.16
0.49 0.38 0.57
-0.63 0.05 -0.46
0.82 -0.36 -0.83
1.67 0.29 -0.22
0.22 1.07 1.65
-0.70 0.69 -0.61

## Properties
Kohn-Sham gap = 8.060 eV
HOMO level = -8.693 eV
Total charge = 0
Energy above the lowest of the compared OMol25 structures with the same formula, charge and spin = 848.5 kJ/mol

2.
This record from the Open Molecules 2025 dataset describes a 2-piece molecular cluster, C12H14Br2NO6 overall. The level of theory is wB97M-V/def2-TZVPD.

CARTESIAN COORDINATES (ANGSTROEM)
O1 1.98424 -2.43353 -2.47419
C1 1.64284 -1.42563 -2.84924
Br1 0.05203 -1.26694 -3.95944
C2 2.33547 -0.12942 -2.53326
C3 2.43756 0.01829 -1.00952
C4 3.85049 -0.37090 -0.58976
O2 4.17278 -0.08827 0.75083
C5 3.07573 0.20355 1.56740
C6 2.15423 1.30071 1.02352
N1 2.18203 1.38645 -0.49960
Br2 0.51793 2.10204 -1.04978
H1 1.84346 0.69461 -3.02907
H2 3.33370 -0.18471 -2.94443
H3 1.73396 -0.67252 -0.57161
H4 4.54253 0.20087 -1.20431
H5 3.99876 -1.40995 -0.85224
H6 2.50692 -0.67693 1.83548
H7 3.47830 0.57722 2.49404
H8 1.14252 1.03506 1.27715
H9 2.34945 2.27728 1.43044
H10 2.96303 1.98815 -0.77532
C7 -2.95751 0.70354 0.21067
C8 -4.29336 0.81655 0.19638
C9 -5.16557 -0.10817 1.00132
O3 -6.36622 0.05919 0.95826
C10 -4.51761 -1.15498 1.78433
C11 -3.18279 -1.26185 1.79037
C12 -2.31593 -0.32270 1.00721
O4 -1.09902 -0.45606 1.06711
O5 -2.54306 -2.19795 2.48575
O6 -4.92559 1.73268 -0.51241
H11 -2.30570 1.34986 -0.35241
H12 -5.15322 -1.82425 2.34653
H13 -1.58990 -2.06197 2.32581
H14 -5.88247 1.60067 -0.34601

Forces on the atoms, in the same order (eV/Å):
1.79 -5.19 2.06
-1.83 4.41 -2.09
-0.04 0.20 -0.04
-0.04 0.61 0.06
0.47 -0.84 -0.85
0.15 0.49 -0.07
0.07 0.19 -0.20
0.10 0.20 0.26
-0.12 -0.34 -0.03
-0.14 -0.42 1.09
0.19 0.33 -0.36
-0.20 0.24 0.06
0.33 -0.12 -0.27
-0.54 0.23 0.56
0.27 0.14 -0.13
-0.07 -0.46 0.11
-0.27 -0.40 -0.24
0.23 0.11 0.37
-0.47 -0.07 0.06
0.28 0.43 -0.10
-0.30 0.23 -0.23
0.40 -0.25 0.19
0.17 0.29 -0.25
-0.05 -0.51 0.40
0.09 0.21 -0.19
-0.16 0.12 -0.08
-0.24 -0.23 0.18
-0.13 0.43 -0.34
0.13 -0.15 0.14
0.29 0.17 -0.14
-0.24 -0.17 0.16
-0.09 0.15 -0.12
0.02 -0.01 0.02
-0.11 -0.05 0.05
0.05 0.04 -0.03

## Properties
Kohn-Sham gap = 6.978 eV
HOMO level = -12.104 eV
Total charge = +1

3.
This record from the Open Molecules 2025 dataset describes C12H14BrCl6MgNO5 as an isolated structure. The level of theory is wB97M-V/def2-TZVPD.

CARTESIAN COORDINATES (ANGSTROEM)
O1 3.59055 -1.69606 2.20326
C1 3.38448 -0.94170 1.11883
O2 3.87823 -1.32305 -0.24213
C2 2.68632 -0.99935 -1.07127
O3 2.94831 -0.90979 -2.51887
C3 1.91942 0.29439 -0.34019
C4 0.36573 -0.25240 -0.31033
C5 -0.80396 0.18605 -1.35419
C6 -2.26274 -0.46574 -1.23321
N1 -2.83163 -1.47643 -0.29920
C7 -1.73280 -1.83387 0.63972
C8 -0.20916 -1.34922 0.74670
O4 2.63513 0.31826 0.95367
H1 2.06000 -2.00815 -0.95148
H2 2.30005 -1.52506 -2.97474
H3 1.98980 1.26124 -1.00897
H4 -0.56914 0.97064 -2.20074
H5 -3.04610 -0.10330 -2.06156
H6 -2.05262 -2.66845 1.43495
H7 0.49905 -1.78844 1.57976
C9 3.92554 -4.19471 0.69641
O5 2.94720 -4.04461 -0.18374
H8 4.44965 -5.16554 0.70900
H9 4.78097 -3.50167 0.62454
H10 3.66613 -4.08881 1.76355
Cl1 -6.61464 0.34810 0.29463
C10 -6.44091 1.85740 -0.63486
C11 -5.59080 1.67028 -1.88133
Cl2 -3.88185 1.35871 -1.49043
H11 -6.01945 2.61836 0.02947
H12 -7.44994 2.17312 -0.91681
H13 -5.61603 2.58015 -2.48865
H14 -5.95519 0.84133 -2.49641
Mg1 -5.24994 1.92255 1.62539
C12 3.45006 3.94316 1.82832
Cl3 4.73595 5.13422 1.50819
Cl4 4.17744 2.42896 2.42236
Cl5 2.33513 4.58909 3.05884
Cl6 2.55172 3.62026 0.32394
Br1 1.05006 2.22006 3.09756

Forces on the atoms, in the same order (eV/Å):
-1.47 6.11 -7.23
1.00 -3.25 1.95
-2.68 2.09 2.49
-1.27 -2.51 -0.82
-0.90 -0.18 1.98
-0.11 -2.50 -1.65
-4.91 -1.29 0.81
0.14 -2.35 2.77
2.17 -1.50 -0.28
7.44 2.94 0.19
0.80 0.32 -0.35
-1.56 1.65 -2.76
-0.06 -2.90 -0.40
1.01 2.41 0.00
1.25 0.96 1.12
0.12 -1.86 1.89
-0.69 -1.80 1.87
3.31 -2.59 1.74
0.83 2.10 -1.90
-1.75 0.95 -1.84
1.68 -0.31 -0.50
-0.23 0.01 0.35
-0.56 -0.74 -0.17
-0.34 0.64 -0.18
-0.67 0.18 0.40
-0.24 -0.40 -0.26
-0.73 -0.28 -1.58
-0.28 0.59 -0.08
-2.52 2.74 0.47
-0.16 0.52 -0.52
0.18 -0.02 0.15
-0.16 -0.08 0.19
0.11 0.12 0.25
1.25 0.03 1.79
0.32 -0.42 -0.04
-0.39 -0.23 0.11
0.24 0.76 -0.17
0.70 0.75 -0.27
0.26 0.31 0.27
-1.15 -0.96 0.23

## Properties
Kohn-Sham gap = 1.634 eV
HOMO level = -6.514 eV
Total charge = 0
Energy above the lowest of the compared OMol25 structures with the same formula, charge and spin = 1250.3 kJ/mol

4.
This record from the Open Molecules 2025 dataset describes C12H14Cl4N2 as an isolated structure. The level of theory is wB97M-V/def2-TZVPD.

CARTESIAN COORDINATES (ANGSTROEM)
N1 4.62935 1.47037 3.71665
C1 3.74583 2.16912 2.91447
C2 2.55067 1.59024 2.38119
C3 2.38779 0.23573 2.60419
C4 3.26688 -0.48006 3.39033
C5 4.38334 0.16070 3.94319
H1 3.93785 3.22252 2.77357
H2 1.85351 2.14866 1.77412
H3 1.52017 -0.18303 2.11604
H4 3.14663 -1.55134 3.45592
H5 5.02810 -0.45839 4.54933
N2 -0.12847 -0.88992 -1.22322
C6 -0.25513 -0.41194 -2.47145
C7 -1.08165 -0.97580 -3.42827
C8 -1.97559 -2.00941 -3.06754
C9 -1.90547 -2.44744 -1.76300
C10 -0.94878 -1.93468 -0.90244
H6 0.48953 0.31830 -2.75185
H7 -0.97405 -0.52234 -4.40254
H8 -2.59809 -2.42969 -3.84358
H9 -2.45094 -3.32799 -1.45723
H10 -0.71986 -2.40704 0.04142
C11 -3.90378 1.20194 -2.36160
Cl1 -3.19087 1.18117 -4.02886
Cl2 -2.86463 0.32563 -1.21431
H11 -3.84479 2.24293 -2.04391
H12 -4.95457 0.91454 -2.39816
C12 -1.08462 0.65517 0.63252
Cl3 -2.08071 -0.59628 1.42923
Cl4 0.64998 0.53534 1.03252
H13 -1.21251 0.64813 -0.44992
H14 -1.41514 1.60485 1.05319

Forces on the atoms, in the same order (eV/Å):
-1.00 0.20 -0.87
-0.56 -1.98 1.07
3.08 0.98 1.33
1.23 -0.10 1.24
0.79 0.29 -0.26
-1.29 0.68 -0.99
0.30 0.04 0.00
0.56 0.35 0.45
2.08 -1.77 2.57
-0.02 -0.08 0.34
0.52 0.49 0.19
-0.86 -1.92 -1.09
0.59 -1.35 0.46
-0.25 -0.10 0.29
1.41 1.32 -0.71
0.35 -1.10 -0.15
1.43 0.90 -0.82
-0.14 0.43 -0.04
-0.42 -0.45 -0.27
-0.24 -0.19 0.24
-0.28 0.06 0.13
-0.26 0.03 0.06
0.67 0.92 -0.43
-0.74 0.11 0.56
-3.67 0.60 -1.83
-0.09 -0.16 -0.13
0.39 -0.54 0.05
0.94 1.16 0.79
0.38 0.28 0.44
-5.79 0.95 -3.98
0.97 0.08 1.45
-0.06 -0.12 -0.08

## Properties
Kohn-Sham gap = 9.483 eV
HOMO level = -9.136 eV
Total charge = 0
Energy above the lowest of the compared OMol25 structures with the same formula, charge and spin = 440.5 kJ/mol

5.
This record from the Open Molecules 2025 dataset describes C12H14Cl5KN4O3 as an isolated structure. The level of theory is wB97M-V/def2-TZVPD.

CARTESIAN COORDINATES (ANGSTROEM)
K1 1.76252 -1.45126 -1.68834
Cl1 5.57370 4.66089 -1.37140
C1 4.41707 3.41043 -1.10105
C2 4.81407 2.07711 -1.04852
Cl2 6.47554 1.67612 -1.27218
C3 3.88157 1.07389 -0.81593
Cl3 4.38514 -0.58985 -0.77803
C4 2.49907 1.33915 -0.60577
O1 1.64656 0.41598 -0.35590
C5 2.14005 2.71077 -0.69388
Cl4 0.45717 3.09217 -0.51323
C6 3.06436 3.71631 -0.93453
Cl5 2.54920 5.35720 -1.03455
N1 -2.51263 -0.64676 -1.45145
C7 -1.66269 -1.54537 -0.67331
C8 -2.48290 -2.44697 0.21100
C9 -3.38083 -1.63476 1.14527
C10 -2.64905 -1.20210 2.41726
N2 -1.22164 -0.93157 2.17265
C11 -0.74822 0.08313 1.44667
N3 -1.58122 0.99515 0.93434
N4 0.57712 0.24700 1.23811
C12 -0.56054 -2.26140 -1.45385
O2 -0.38675 -1.92137 -2.64298
O3 0.21095 -2.96826 -0.75468
H1 -3.31465 -1.16334 -1.79882
H2 -1.98427 -0.40019 -2.28517
H3 -1.03075 -0.92738 -0.04360
H4 -1.80510 -3.10714 0.75434
H5 -3.10699 -3.09440 -0.41402
H6 -4.24527 -2.22929 1.44500
H7 -3.78884 -0.76618 0.62246
H8 -2.69257 -1.99877 3.15624
H9 -3.11150 -0.32542 2.87334
H10 -0.56506 -1.65236 2.41844
H11 -2.50508 0.69647 0.63762
H12 -1.14986 1.67694 0.31811
H13 1.18635 -0.43970 1.65565
H14 0.84596 0.47512 0.28468

Forces on the atoms, in the same order (eV/Å):
1.76 -0.79 -1.49
-0.09 -0.09 0.01
-0.08 0.04 0.00
0.04 -0.01 0.00
-0.11 -0.02 0.01
-0.42 -0.03 0.12
0.39 0.21 0.23
1.07 1.35 -0.39
7.33 0.65 -8.31
-0.05 -0.37 0.06
0.22 0.28 -0.17
0.08 0.05 0.00
-0.01 -0.10 0.02
0.04 -0.07 -0.12
0.05 0.00 -0.60
-0.37 -0.14 -0.01
-0.21 -0.24 0.27
0.41 0.11 -0.22
-0.71 0.02 0.86
2.03 0.20 1.28
-0.57 0.43 -0.07
-6.97 -1.62 8.96
-0.92 -0.41 0.14
-0.43 -0.15 -0.32
-0.55 -0.43 0.18
-0.01 -0.02 -0.03
0.00 0.02 0.00
-0.24 -0.34 -0.59
-0.08 0.00 0.07
0.04 0.03 -0.05
-0.04 0.01 0.05
0.01 -0.13 -0.08
0.12 -0.04 0.02
0.04 0.04 -0.02
0.01 0.06 -0.08
0.31 0.05 -0.02
-0.11 -0.26 0.28
-0.21 -0.07 0.16
-1.79 1.82 -0.13

## Properties
Kohn-Sham gap = 8.442 eV
HOMO level = -8.363 eV
Total charge = 0

6.
This record from the Open Molecules 2025 dataset describes C12H14ClIN2Pb as an isolated structure. The level of theory is wB97M-V/def2-TZVPD.

CARTESIAN COORDINATES (ANGSTROEM)
C1 2.10709 -0.60696 1.05659
C2 1.43054 1.33004 1.41576
H1 1.76871 -1.18363 1.90731
H2 2.95177 0.05622 1.30744
H3 2.48226 -1.29133 0.26203
H4 0.67992 2.14330 1.57495
H5 1.66859 0.90341 2.39555
H6 2.27727 1.73234 0.86906
C3 -0.75889 -2.94064 -1.35346
C4 -1.52570 -3.98375 -1.88463
C5 -2.78561 -3.65469 -2.40807
C6 -3.24640 -2.34528 -2.36430
H7 0.22720 -3.11472 -0.88692
H8 -1.12434 -4.99754 -1.88052
H9 -3.39375 -4.43124 -2.84334
H10 -4.22887 -2.06706 -2.74412
N1 -1.20252 -1.66297 -1.38478
C7 -2.45055 -1.33495 -1.82844
C8 -2.88192 0.08130 -1.68367
N2 -2.03106 0.93938 -1.04322
C9 -2.37821 2.22474 -0.78585
C10 -4.45274 1.90244 -1.93731
C11 -3.59001 2.75810 -1.23084
H11 -1.64791 2.82626 -0.21026
H12 -3.82696 3.81766 -1.02279
C12 -4.10504 0.56728 -2.15666
H13 -4.75976 -0.11107 -2.69964
H14 -5.39588 2.29214 -2.30964
Pb1 0.05604 0.07184 -0.30013
I1 -1.38388 -0.88248 2.34732
Cl1 1.42324 0.89083 -2.27446

Forces on the atoms, in the same order (eV/Å):
2.22 0.71 0.87
1.64 0.08 0.95
-0.58 0.28 0.12
-0.01 -1.32 -0.21
-1.10 0.83 -0.63
-0.75 -1.28 -0.90
-0.21 0.81 -0.13
-0.02 0.21 0.20
-0.35 0.13 -0.29
0.02 0.76 0.16
0.73 -0.16 0.23
-0.15 0.65 0.06
-0.63 0.07 -0.44
-0.26 0.29 -0.02
-0.14 -0.05 -0.04
0.25 -0.39 0.09
0.10 0.02 0.45
1.10 -0.78 0.10
0.29 1.12 0.21
-0.24 0.12 0.15
0.04 -0.25 -0.22
0.38 0.30 0.25
0.19 -0.26 0.06
-0.57 -0.37 -0.51
0.08 -0.84 -0.19
0.42 -0.13 0.19
0.02 0.36 0.16
0.11 -0.14 0.03
-2.16 -0.61 -0.89
0.62 0.46 -1.37
-1.03 -0.63 1.58

## Properties
Kohn-Sham gap (alpha / beta) = 5.881 / 5.882 eV
HOMO level (alpha / beta) = -16.103 / -16.066 eV
Total charge = +2
Energy above the lowest of the compared OMol25 structures with the same formula, charge and spin = 0.0 kJ/mol

Summary of max |F| in eV/A
4.1, 5.9, 9.6, 7.1, 11.5, 2.5
(order as listed above)
Summary of calculated total energy in Ha
-465.28518, -6119.57040, -6431.17132, -2415.74670, -3811.30280, -1525.17619
(order as listed above)